1.
This record from OMol25 describes a single C15H20N2O2 molecule in a non-equilibrium geometry. The level of theory is ωB97M-V with the def2-TZVPD basis set.

The LUMO energy is -0.0303 Eh. As for the energy above the lowest of the compared OMol25 structures with the same formula, charge and spin: 7.077 eV. The calculation puts the frontier orbital gap at 0.30841 Eh. Its HOMO energy is -0.339 Ha. Its molar mass is 260.34 u. The value obtained for the max |F| is 4.45 eV Å⁻¹.

Atoms and positions in Å:
C 3.34860 -1.32725 1.73470
C 3.17830 0.10803 0.99470
C 2.83579 -0.10938 -0.55864
C 2.44795 1.25118 -1.33597
C 0.90767 1.63657 -1.10443
C -0.14344 0.55719 -1.66966
C -1.20753 0.08469 -0.56853
C -1.63462 -1.42116 -0.38595
C -1.04403 -2.60722 -1.28513
N -1.64585 -2.72262 -2.64014
C -2.65425 -1.81924 0.74502
C -3.28635 -0.76412 1.72520
C -2.86214 0.69988 1.50086
C -1.85769 1.11114 0.38572
C -1.72384 2.69029 0.51545
O -1.35327 3.57237 -0.28537
N -2.19700 3.06135 1.88033
C -3.22219 2.05153 2.25240
O -4.14889 2.36970 3.02355
H 2.38145 -1.95320 1.66860
H 4.24140 -1.91938 1.30452
H 3.56610 -1.21315 2.85751
H 2.41729 0.74257 1.56471
H 4.22527 0.59591 1.05107
H 2.01571 -0.90807 -0.62235
H 3.79907 -0.51891 -1.04912
H 3.07273 2.08456 -0.83409
H 2.67865 1.21949 -2.45192
H 0.70029 2.62290 -1.66006
H 0.77798 1.85201 0.01361
H 0.43346 -0.39607 -1.97461
H -0.69082 0.95273 -2.60286
H -1.26637 -3.59150 -0.73650
H 0.08625 -2.42688 -1.41289
H -1.16412 -2.15305 -3.34410
H -2.66275 -2.58450 -2.64209
H -2.97718 -2.91351 0.89751
H -4.00554 -1.02756 2.56265
H -1.36611 3.11270 2.48630

=====

2.
This record from OMol25 describes a single C15H20N2O4 molecule in a non-equilibrium geometry. The level of theory is ωB97M-V with the def2-TZVPD basis set.

The LUMO energy is 0.0290 Eh. As for the energy above the lowest of the compared OMol25 structures with the same formula, charge and spin: 2.261 eV. The calculation puts the frontier orbital gap at 0.32860 Eh. Its HOMO energy is -0.300 Ha. Its molar mass is 292.33 u. The value obtained for the max |F| is 1.28 eV Å⁻¹.

Atoms and positions in Å:
C -0.14393 -1.31697 4.59896
C -0.27792 0.15299 4.24807
H 0.69826 0.65168 4.23842
H -0.91690 0.67757 4.96694
O -0.86336 0.25009 2.95098
C -1.06704 1.51431 2.50825
O -0.77659 2.50074 3.14574
N -1.63142 1.53624 1.28246
C -1.91551 0.35103 0.50032
H -2.96294 0.05222 0.63524
C -1.62976 0.65416 -0.98541
N -0.56162 1.61553 -1.16019
C -0.96271 2.91186 -0.63271
C -1.86822 2.79616 0.61523
H -2.92450 2.84151 0.32839
H -1.66024 3.59382 1.32841
H -0.06585 3.48496 -0.39679
H -1.50725 3.44293 -1.42176
C 0.73366 1.15741 -0.66517
C 1.12647 -0.14417 -1.30922
C 1.40107 -1.26383 -0.54154
C 1.76720 -2.48096 -1.11457
C 1.83873 -2.52804 -2.48393
C 1.55782 -1.40534 -3.26621
C 1.20338 -0.20576 -2.70529
H 0.98039 0.65842 -3.30696
O 1.70254 -1.72864 -4.59024
C 2.08912 -3.08520 -4.61823
O 2.16600 -3.58035 -3.29902
H 1.34788 -3.66845 -5.18810
H 3.07362 -3.17861 -5.10492
H 1.98343 -3.34817 -0.51385
H 1.33572 -1.19728 0.53426
H 0.76411 1.04988 0.42866
H 1.46406 1.92396 -0.94620
H -1.36657 -0.26895 -1.50419
H -2.51758 1.07425 -1.46468
H -1.27950 -0.46100 0.85330
H 0.49454 -1.81994 3.87747
H -1.12035 -1.79373 4.58936
H 0.29175 -1.41629 5.58871

=====

3.
This record from OMol25 describes a single C15H20N2O4 molecule in a non-equilibrium geometry. The level of theory is ωB97M-V with the def2-TZVPD basis set.

The LUMO energy is 0.0038 Eh. As for the energy above the lowest of the compared OMol25 structures with the same formula, charge and spin: 16.500 eV. The calculation puts the frontier orbital gap at 0.31369 Eh. Its HOMO energy is -0.310 Ha. Its molar mass is 292.33 u. The value obtained for the max |F| is 18.45 eV Å⁻¹.

Atoms and positions in Å:
C -4.38183 -1.10579 -1.58024
O -3.55854 -1.21341 -0.46664
C -2.65993 -0.11998 -0.17618
C -2.62289 0.92025 -0.92152
C -1.75752 1.76525 -0.68461
C -1.05432 1.71349 0.65405
C -1.23085 0.51666 1.51795
C -2.04453 -0.34963 0.87750
O -2.09431 -1.40556 1.76239
C -2.36521 -2.75567 1.37430
H -1.94187 -2.74698 0.47145
H -2.19466 -3.30809 2.06084
H -3.45922 -2.97826 1.11634
H -0.53740 0.57705 2.28447
C 0.03884 2.80295 0.82538
H 0.42249 2.53608 2.04362
H -0.35865 3.65038 1.09332
C 1.10716 2.82016 -0.05963
N 1.63015 1.70500 -0.77807
H 0.67719 1.20768 -1.01238
C 2.09268 0.65164 0.11075
C 1.82635 -0.67047 -0.15068
O 0.90742 -1.15693 -0.61128
N 3.10077 -1.34600 -0.10064
C 4.21147 -0.40739 -0.14375
O 5.43190 -0.92928 0.21409
C 3.67018 0.62955 0.29560
H 4.04528 1.39287 1.20955
H 3.94026 1.41801 -0.39858
C 3.37978 -2.82303 -0.55806
H 3.81838 -2.75474 -1.66465
H 2.33503 -3.28410 -0.76974
H 4.02466 -3.22008 0.12586
H 1.66290 0.56089 1.18324
H 0.75740 3.41730 -0.97109
H 2.08439 3.54878 0.30292
H -1.67377 2.83649 -1.31390
H -3.27944 1.12068 -1.51248
H -5.13069 -0.20319 -1.64434
H -5.13269 -1.89483 -1.63408
H -3.68634 -1.11772 -2.37110

=====

4.
This record from OMol25 describes a single C15H20N2O5 molecule. The level of theory is ωB97M-V with the def2-TZVPD basis set.

The LUMO energy is 0.0262 Eh. As for the energy above the lowest of the compared OMol25 structures with the same formula, charge and spin: 0.000 eV. The calculation puts the frontier orbital gap at 0.33483 Eh. Its HOMO energy is -0.309 Ha. Its molar mass is 308.33 u. The value obtained for the max |F| is 0.64 eV Å⁻¹.

Atoms and positions in Å:
C -5.91439 -2.38188 -1.38766
H -6.52337 -3.28114 -1.30834
O -5.33465 -2.20181 -0.11890
C -4.50757 -1.13666 0.07374
C -4.18644 -0.18942 -0.89213
C -3.33295 0.85450 -0.57783
C -2.79142 0.98218 0.69175
C -3.10718 0.02652 1.65088
C -3.95620 -1.01667 1.35033
H -4.20982 -1.76009 2.08926
H -2.68245 0.10165 2.64062
C -1.83479 2.10590 1.00499
C -0.47038 1.65789 0.53570
O 0.33867 1.06420 1.20196
O -0.28020 1.95511 -0.75297
C 0.95606 1.49934 -1.28935
C 2.09717 2.01876 -0.42477
O 2.11072 3.13889 0.02247
N 3.13911 1.16292 -0.15822
C 3.33470 -0.17500 -0.53024
O 2.74311 -0.70893 -1.43953
N 4.29782 -0.77533 0.20144
H 4.66648 -0.31928 1.02134
C 4.63439 -2.17968 0.03891
C 4.04610 -3.00056 1.18455
H 2.96988 -2.85618 1.23445
H 4.48424 -2.69935 2.13433
H 4.24812 -4.05649 1.02957
C 6.14990 -2.33209 -0.04074
H 6.41032 -3.37164 -0.21704
H 6.54985 -1.73134 -0.85345
H 6.61357 -2.01378 0.89109
H 4.17586 -2.48622 -0.90603
H 3.80170 1.56254 0.49685
H 0.96867 0.40881 -1.34711
H 1.02946 1.93040 -2.28941
H -1.79560 2.29093 2.07749
H -2.11427 3.01173 0.46890
H -3.08430 1.58078 -1.33763
H -4.58993 -0.25216 -1.89042
H -5.15333 -2.52844 -2.16096
H -6.55361 -1.53624 -1.66196

=====

5.
This record from OMol25 describes a molecular structure, C15H21AuF5N4O5S2 in a non-equilibrium geometry. The level of theory is ωB97M-V with the def2-TZVPD basis set.

The LUMO energy is -0.2184 Eh. As for the energy above the lowest of the compared OMol25 structures with the same formula, charge and spin: 0.350 eV. The net charge is +1. The calculation puts the frontier orbital gap at 0.21275 Eh. Its HOMO energy is -0.431 Ha. Its molar mass is 693.45 u. The value obtained for the max |F| is 2.25 eV Å⁻¹.

Atoms and positions in Å:
Au -0.97538 0.50645 -1.29610
F 1.50159 0.04264 -2.74889
C 1.09641 0.17066 -1.47212
F 1.23246 -1.05492 -0.92318
C 2.00393 1.19835 -0.76180
F 4.16693 1.77584 -0.03480
F 0.24767 1.67945 0.71787
F 1.76608 2.38621 -1.43044
N -3.53459 3.55086 -0.23960
C -3.08850 3.08459 -1.38275
N -3.90532 2.82446 -2.38670
S -1.36297 3.00429 -1.65121
H -4.51567 3.51685 0.00179
H -2.89378 3.68255 0.52678
H -4.90703 2.82439 -2.26237
H -3.53325 2.47585 -3.25414
C 4.84977 -1.12540 -1.61661
C 3.97338 -0.50235 -0.58309
C 3.51485 0.90361 -0.89235
C 1.62771 1.44239 0.69889
C 1.94712 0.35818 1.67737
C 2.79268 -0.67375 1.62496
C 3.67111 -1.12394 0.56489
S 0.96025 0.49289 3.17405
O 0.60260 1.85197 3.40493
O 1.57815 -0.29543 4.19160
N -0.42360 -0.34226 2.71494
C -1.70616 0.31021 2.55183
C -2.54539 -0.42132 1.49332
C -3.35925 0.58827 0.63000
O -4.24875 1.22288 1.16890
O -3.02826 0.67153 -0.60823
H 5.72274 -0.49714 -1.80534
H 4.31014 -1.20518 -2.56334
H 5.18417 -2.11349 -1.31143
H 3.81546 1.18556 -1.90514
H 2.08490 2.38586 1.01657
H 2.80525 -1.28222 2.52280
H 4.11401 -2.09958 0.72329
H -0.43716 -1.27872 3.09295
H -1.49030 1.33949 2.26547
H -2.26360 0.35339 3.49230
H -3.27043 -1.08196 1.96912
H -1.88972 -0.99670 0.83588
C -0.33822 -3.73011 -1.09455
C -1.45839 -2.76027 -1.32370
N -2.66875 -3.13124 -0.89616
O -1.28986 -1.66447 -1.87803
H -0.70228 -4.71940 -0.83345
H 0.30030 -3.35127 -0.29728
H 0.26831 -3.78741 -1.99571
H -2.83701 -4.04972 -0.52371
H -3.46432 -2.54143 -1.08829